P | # C11H14N2O2

An isolated molecule of C11H14N2O2 (the ωB97M-V functional and the def2-TZVPD basis, the OMol25 dataset).

Output
SMILES = COc1ccccc1OCC1=NCCN1
spin multiplicity = 1
charge = 0

Atoms and positions in Å:
C  1.422  -2.840  -0.873
O  1.256  -1.497  -1.252
C  -0.021  -1.274  -1.756
C  -0.503  -1.998  -2.800
C  -1.627  -1.580  -3.492
C  -2.447  -0.510  -2.960
C  -1.995  0.127  -1.778
C  -0.840  -0.196  -1.123
O  -0.628  0.309  0.090
C  0.579  0.976  0.213
C  0.813  1.481  1.554
N  1.553  2.437  1.853
C  1.287  2.690  3.303
C  0.127  1.822  3.751
N  0.019  0.869  2.557
H  0.931  -3.284  0.061
H  0.824  -3.390  -1.601
H  2.480  -3.006  -0.924
H  0.287  -2.715  -3.262
H  -1.994  -2.054  -4.383
H  -3.227  -0.010  -3.478
H  -2.358  1.060  -1.515
H  0.513  1.861  -0.281
H  1.412  0.375  -0.038
H  2.251  2.550  3.718
H  1.099  3.779  3.474
H  0.496  1.196  4.595
H  -0.762  2.258  4.101
H  -0.947  0.559  2.246

These are the Löwdin partial charges, in e, on atoms 1 to 4:
1. C -0.09
2. O -0.10
3. C -0.19
4. C -0.06

***

Q | # C11H14N2O2

An isolated molecule of C11H14N2O2 (the ωB97M-V functional and the def2-TZVPD basis, the OMol25 dataset).

Output
SMILES = C=Nc1ccccc1C(C)(C)/C=[N+](\[O-])O
spin multiplicity = 1
charge = 0

Atoms and positions in Å:
C  -0.221  2.817  -1.487
N  0.082  2.048  -0.569
C  -0.776  1.221  0.143
C  -1.867  1.818  0.757
C  -2.654  1.163  1.655
C  -2.490  -0.181  1.734
C  -1.459  -0.835  1.093
C  -0.494  -0.120  0.382
C  0.736  -0.828  -0.234
C  0.677  -1.024  -1.752
C  1.203  -2.207  0.300
C  1.908  0.134  -0.015
N  2.322  0.504  1.171
O  1.765  0.221  2.269
O  3.377  1.423  1.223
H  0.702  3.324  -1.930
H  -1.234  2.875  -1.781
H  -2.134  2.845  0.578
H  -3.397  1.664  2.088
H  -3.098  -0.925  2.312
H  -1.464  -1.903  1.103
H  1.526  -1.434  -2.065
H  0.530  -0.033  -2.181
H  0.001  -1.622  -2.148
H  1.066  -2.326  1.341
H  2.212  -2.396  0.049
H  0.573  -2.979  -0.236
H  2.412  0.421  -0.914
H  3.771  1.474  2.105

These are the Löwdin partial charges, in e, on atoms 1 to 4:
1. C -0.02
2. N 0.03
3. C -0.23
4. C -0.02

***

What is the stability order? It is P, Q, from most stable to least stable.